Computed, not measured: C5H12N2O as an isolated structure in a non-equilibrium geometry, with wB97M-V/def2-TZVPD.

ORCA input file:
```
! wB97M-V def2-TZVPD RIJCOSX def2/J DEFGRID3
* xyz 0 1
C -3.12231 -0.36060 -0.04724
N -1.77332 -0.85347 -0.36621
C -0.62148 -0.15107 0.10346
C 0.32238 0.06200 -1.04208
C 1.75904 0.79942 -0.67019
N 2.59496 0.51128 -1.85418
C 0.06856 -0.71857 1.45059
O 0.98606 0.51329 2.04734
H -3.31144 -0.46610 1.02066
H -3.91002 -1.12476 -0.43288
H -3.50412 0.65077 -0.33689
H -0.87159 0.90720 0.35251
H -0.17800 0.36191 2.11239
H 0.67958 -0.85474 -1.55936
H -0.16103 0.67491 -1.77352
H 2.00098 0.14894 0.22912
H 1.55314 1.81686 -0.25177
H 0.81371 -1.36234 0.91722
H 3.40538 1.16315 -1.83548
H -0.59361 -1.41381 1.95476
*
```

For the total energy, the calculation gives -382.0475 Ha. The relative energy (zero: lowest compared OMol25 entry of this formula, charge and spin) comes out at 1194.8 kJ/mol.



Computed, not measured: C3H2HgLiMgO3 as an isolated structure in a non-equilibrium geometry, with wB97M-V/def2-TZVPD.

ORCA input file:
```
! wB97M-V def2-TZVPD RIJCOSX def2/J DEFGRID3
* xyz 2 2
C -1.22557 0.40147 0.44173
C 0.11255 -0.05135 -0.17807
O -2.28252 -0.16626 0.15828
H -1.13287 1.23568 1.13806
H 0.25289 -0.91484 -0.83363
Hg -3.87613 0.13433 -1.42781
Li -2.62545 -1.33765 1.44427
O 1.15886 0.73919 0.12493
C 2.36034 0.36600 -0.24297
O 3.00625 -0.12568 -1.05880
Mg 4.25165 -0.28088 0.43401
*
```

For the total energy, the calculation gives -701.5338 Ha. The relative energy (zero: lowest compared OMol25 entry of this formula, charge and spin) comes out at 0.0 kJ/mol.



Computed, not measured: C3H5O3P as an isolated structure in a non-equilibrium geometry, with wB97M-V/def2-TZVPD.

ORCA input file:
```
! wB97M-V def2-TZVPD RIJCOSX def2/J DEFGRID3
* xyz 0 1
C -1.27597 0.42847 1.14573
C -0.10895 0.89540 1.53441
C 0.49698 -0.25548 -1.67718
O 1.05357 -2.18676 0.32799
O -1.15380 -0.59544 0.33155
O 1.01803 0.35835 0.99133
P 0.45143 -0.90191 0.03433
H -2.21197 0.79219 1.53489
H -0.03934 1.89911 2.00946
H 1.45687 -0.58533 -2.19865
H -0.23672 -0.67123 -2.38965
H 0.54987 0.82262 -1.64420
*
```

For the total energy, the calculation gives -684.4223 Ha. The relative energy (zero: lowest compared OMol25 entry of this formula, charge and spin) comes out at 9.5 kJ/mol.



Computed, not measured: a 2-piece molecular cluster, C5H17N2O overall in a non-equilibrium geometry, with wB97M-V/def2-TZVPD.

ORCA input file:
```
! wB97M-V def2-TZVPD RIJCOSX def2/J DEFGRID3
* xyz 2 2
C 1.30266 -0.30775 0.89212
N 0.77217 0.66230 1.84976
C 0.63733 2.01989 1.38224
C 0.19048 -0.60937 -0.14539
N 0.54061 -0.12393 -1.60149
C -1.34988 -2.31369 -1.01562
C -0.11269 -2.13079 -0.16800
H 2.24590 0.00844 0.39335
H 1.68230 -1.19128 1.41229
H 1.24806 0.60151 2.74687
H 0.08277 2.52341 2.20927
H -0.02974 2.02666 0.46995
H 1.52157 2.62000 1.07094
H -0.77167 -0.07043 0.19581
H 1.22703 0.63947 -1.46741
H -0.33161 0.18091 -2.03357
H 0.91807 -0.96709 -2.01449
H -1.36667 -1.87606 -1.98907
H -2.13124 -1.80244 -0.43614
H -1.70561 -3.37282 -1.02317
H -0.27214 -2.50238 0.89841
H 0.78239 -2.71071 -0.47818
H -2.23562 2.20218 -0.06950
H -1.47965 3.13663 -0.98071
O -1.56952 2.15496 -0.76546
*
```

For the total energy, the calculation gives -384.7277 Ha. The relative energy (zero: lowest compared OMol25 entry of this formula, charge and spin) comes out at 177.3 kJ/mol.



Computed, not measured: C25H25AsNOP2ReS4 as an isolated structure in a non-equilibrium geometry, with wB97M-V/def2-TZVPD.

ORCA input file:
```
! wB97M-V def2-TZVPD RIJCOSX def2/J DEFGRID3
* xyz 4 1
Re -0.61584 -0.50635 -0.05123
C -1.33187 2.97665 0.94920
N -1.45033 2.03710 -0.17533
P -2.64703 0.75572 -0.10576
C -3.17307 0.33842 -1.76961
C -2.43197 -0.66264 -2.41111
C -2.78443 -1.14093 -3.65256
C -3.91547 -0.60739 -4.26915
C -4.66580 0.38124 -3.64275
C -4.30974 0.85269 -2.38562
C -4.00896 1.23386 0.92509
C -4.51395 0.34762 1.87966
C -5.67181 0.68516 2.56094
C -6.31184 1.88854 2.28921
C -5.80660 2.76250 1.32817
C -4.64937 2.45010 0.64017
P -0.16310 1.64183 -1.29673
C -0.78917 2.25456 -2.87447
C -1.27778 3.56881 -2.81035
C -1.67571 4.18760 -3.98092
C -1.60093 3.51026 -5.19418
C -1.09827 2.21509 -5.24924
C -0.68767 1.58033 -4.08696
C 1.34578 2.51286 -0.92554
C 1.99148 3.14328 -2.00474
C 3.16025 3.84695 -1.77616
C 3.70101 3.91800 -0.49808
C 3.07035 3.27992 0.57252
C 1.91432 2.55906 0.35922
H -2.12292 3.72460 0.86280
H -0.37121 3.48487 0.92128
H -1.45323 2.48200 1.91547
H -1.55324 -1.12122 -1.91107
H -2.21603 -1.92248 -4.14036
H -4.21286 -0.98549 -5.23901
H -5.55144 0.77093 -4.12790
H -4.92593 1.59227 -1.89319
H -4.01884 -0.59532 2.07996
H -6.07543 0.00804 3.30143
H -7.21109 2.15335 2.82990
H -6.32077 3.69005 1.11317
H -4.25276 3.13935 -0.09787
H -1.31055 4.11116 -1.87231
H -2.03173 5.20911 -3.94432
H -1.92586 4.00171 -6.10220
H -1.01169 1.70695 -6.20054
H -0.26893 0.58407 -4.13977
H 1.57993 3.08762 -3.00345
H 3.64568 4.35249 -2.60063
H 4.62476 4.45725 -0.33229
H 3.49369 3.34203 1.56641
H 1.44279 2.04450 1.18285
S 2.03648 -3.47299 3.36727
As 0.51241 -2.36157 2.25205
S 0.28772 -0.13423 2.02691
S -0.65836 -2.79452 0.41251
S 0.06465 -3.32272 4.17123
O 1.76318 -1.38618 -0.44121
H 1.89545 -2.18105 -0.98607
H 2.47898 -0.78022 -0.70192
*
```

For the total energy, the calculation gives -5685.5740 Ha. The relative energy (zero: lowest compared OMol25 entry of this formula, charge and spin) comes out at 106.5 kJ/mol.



Computed, not measured: a 12-piece molecular cluster, C28H55Cl22IN2OPS overall in a non-equilibrium geometry, with wB97M-V/def2-TZVPD.

ORCA input file:
```
! wB97M-V def2-TZVPD RIJCOSX def2/J DEFGRID3
* xyz 1 1
C -6.57813 0.14731 1.66160
C -6.76826 -0.83635 0.51038
S -8.46324 -1.07595 -0.09990
C -9.52294 -0.89221 1.31666
N -10.13073 0.45855 1.44627
C -11.35050 0.73144 2.01874
C -11.55868 2.08816 1.92201
N -10.44803 2.62124 1.29301
P -10.19910 4.37138 0.92382
O -8.93872 4.29169 -0.04572
I -9.19676 5.04715 3.04396
C -9.60805 1.60684 1.01150
H -5.79560 -0.18060 2.32773
H -6.29015 1.11555 1.27093
H -7.46547 0.29689 2.26730
H -6.36176 -1.80010 0.77242
H -6.23749 -0.45904 -0.34882
H -9.03521 -1.13317 2.24880
H -10.35229 -1.56059 1.14922
H -11.99051 -0.00727 2.45176
H -12.38388 2.69383 2.22865
H -8.14450 3.91935 0.38511
H -8.68843 1.77285 0.49177
Cl -4.84211 2.20398 -1.72853
C -4.73773 3.97671 -1.51649
C -4.53870 4.39958 -0.08720
Cl -5.97430 4.06465 0.94012
H -5.64633 4.40462 -1.93338
H -3.89071 4.31154 -2.11176
H -4.37173 5.47362 -0.04519
H -3.69684 3.89566 0.37341
Cl 0.64907 3.77438 -1.17462
C 0.42266 2.98343 0.40756
C -0.33323 1.69393 0.26388
Cl -2.03316 1.95513 -0.22915
H -0.07982 3.68395 1.06880
H 1.41139 2.77646 0.80788
H -0.35234 1.16036 1.21242
H 0.12731 1.05625 -0.48638
Cl 2.19971 2.69552 3.50249
C 1.89833 1.69935 4.95011
C 1.22853 0.39448 4.61856
Cl -0.45538 0.60555 4.05005
H 1.30493 2.29038 5.64245
H 2.86776 1.49849 5.40233
H 1.18298 -0.22424 5.51311
H 1.77229 -0.14147 3.84424
Cl -1.14428 -2.03154 1.83311
C -2.16264 -3.04825 0.78201
C -2.29166 -2.50717 -0.61432
Cl -3.20397 -0.97467 -0.68174
H -3.13084 -3.14508 1.26799
H -1.69808 -4.03173 0.73868
H -2.82806 -3.23099 -1.22721
H -1.32380 -2.30215 -1.07905
Cl -0.41545 -1.64538 -6.56956
C -1.80445 -1.89075 -5.48241
C -1.69229 -1.06998 -4.22560
Cl -0.36209 -1.63185 -3.17339
H -1.87103 -2.95229 -5.25939
H -2.69671 -1.59219 -6.02966
H -2.61105 -1.14877 -3.64622
H -1.51488 -0.02177 -4.44909
Cl 5.82084 -1.87303 4.82797
C 4.76929 -2.84543 3.76416
C 4.60983 -2.21945 2.40535
Cl 3.67948 -0.69549 2.47072
H 3.81294 -2.96958 4.26596
H 5.23732 -3.82216 3.65803
H 4.06577 -2.89761 1.75016
H 5.57417 -1.99537 1.95544
Cl 4.71379 0.47012 -4.45356
C 2.96780 0.82344 -4.48150
C 2.56731 1.80172 -3.40871
Cl 2.71671 1.10390 -1.77760
H 2.43413 -0.11779 -4.37763
H 2.74337 1.24583 -5.45923
H 1.52309 2.08177 -3.53850
H 3.17453 2.70210 -3.44146
Cl 8.25384 -4.09625 1.67828
C 9.31114 -2.78939 1.05993
C 8.75670 -1.42964 1.38416
Cl 7.25170 -1.09525 0.47978
H 9.42171 -2.92978 -0.00623
H 10.27574 -2.91311 1.53583
H 9.47511 -0.66314 1.10717
H 8.53664 -1.33113 2.44440
Cl 12.58549 -0.94786 0.82780
C 12.74540 0.78156 1.23374
C 12.79427 1.00780 2.72119
Cl 11.23418 0.63742 3.50251
H 11.91169 1.31028 0.77943
H 13.66857 1.13136 0.77623
H 13.01293 2.05424 2.92432
H 13.55710 0.39352 3.19100
Cl 11.93903 -3.94706 -0.41509
C 11.49872 -5.42520 -1.31327
C 12.51709 -5.77446 -2.36581
Cl 12.53543 -4.59180 -3.69808
H 10.51515 -5.26927 -1.74882
H 11.43160 -6.23040 -0.58423
H 12.27266 -6.74191 -2.80027
H 13.51828 -5.82209 -1.94696
Cl -8.09262 3.59088 -4.58680
C -8.96714 2.14964 -4.01139
C -8.02900 1.09902 -3.47908
Cl -7.03756 0.35884 -4.76048
H -9.56871 1.76924 -4.83224
H -9.63335 2.47996 -3.21511
H -8.60030 0.29437 -3.01972
H -7.35467 1.52187 -2.73787
*
```

For the total energy, the calculation gives -12445.9834 Ha.



Computed, not measured: an isolated molecule of C27H41N3O6, with wB97M-V/def2-TZVPD.

ORCA input file:
```
! wB97M-V def2-TZVPD RIJCOSX def2/J DEFGRID3
* xyz 0 1
C -4.58050 -2.14256 4.18790
C -4.56827 -2.28804 2.66783
C -5.98845 -2.49371 2.14602
C -3.94985 -1.05131 2.00909
N -2.62059 -0.78618 2.53315
C -2.12928 0.46467 2.67628
O -2.72739 1.45666 2.31026
O -0.91899 0.42255 3.24732
C -0.29930 1.62574 3.77677
C 0.99085 1.12086 4.42160
C -1.22284 2.24898 4.82406
C 0.02110 2.62802 2.66983
C -3.81966 -1.19607 0.47913
O -3.83478 -2.26265 -0.09963
N -3.65507 -0.00478 -0.12447
C -3.26674 0.11072 -1.51042
C -1.75393 0.32410 -1.68623
C -0.96971 -0.84583 -1.09033
C 0.53221 -0.64860 -1.26942
C 0.95442 0.65443 -0.58871
C 2.45480 0.89356 -0.62967
O 3.12404 1.06541 0.36987
N 2.98920 0.91303 -1.86961
C 4.37406 1.21087 -2.12260
C 5.25557 -0.06393 -2.10861
C 4.80783 -1.02148 -3.17520
C 5.39973 -1.01590 -4.43158
C 4.94065 -1.85741 -5.42932
C 3.87945 -2.71187 -5.18388
C 3.28746 -2.72939 -3.93261
C 3.75166 -1.89134 -2.93472
C 4.47142 1.88358 -3.47718
O 3.55736 1.97022 -4.25388
O 5.68939 2.35913 -3.72665
C 0.20422 1.83502 -1.21402
C -1.30086 1.64149 -1.05295
H -5.01083 -3.03083 4.64376
H -5.18184 -1.28296 4.47710
H -3.57763 -2.00658 4.58498
H -3.96510 -3.15681 2.38445
H -5.97739 -2.65176 1.07193
H -6.43610 -3.36511 2.61726
H -6.60594 -1.62561 2.36806
H -4.55720 -0.16542 2.22952
H -2.03334 -1.56732 2.77714
H 1.62731 0.66229 3.66951
H 1.52460 1.95041 4.87498
H 0.76472 0.38196 5.18602
H -0.72049 3.08150 5.30807
H -2.13290 2.61282 4.35390
H -1.48677 1.51008 5.57830
H -0.88294 2.90272 2.13364
H 0.74463 2.20863 1.97554
H 0.44935 3.52292 3.11286
H -3.55542 0.81502 0.46109
H -3.81425 0.94408 -1.95988
H -3.56507 -0.82064 -1.99781
H -1.55482 0.36696 -2.76323
H -1.28675 -1.77792 -1.56099
H -1.19181 -0.92335 -0.02395
H 0.77215 -0.62114 -2.33491
H 1.06732 -1.48970 -0.82361
H 0.68227 0.58694 0.46980
H 2.40967 0.82085 -2.69060
H 4.73784 1.88942 -1.34168
H 6.29276 0.23421 -2.26348
H 5.15645 -0.51393 -1.12011
H 6.23102 -0.35283 -4.62724
H 5.41126 -1.84531 -6.40151
H 3.51816 -3.36496 -5.96425
H 2.46283 -3.39780 -3.73266
H 3.29499 -1.91086 -1.95627
H 5.72298 2.76581 -4.60777
H 0.45147 1.91235 -2.27573
H 0.51034 2.76512 -0.73013
H -1.82955 2.47579 -1.51956
H -1.54522 1.64297 0.01007
*
```

Its structure (SMILES) is CC(C)[C@@H](NC(=O)OC(C)(C)C)C(=O)NC[C@H]1CC[C@H](C(=O)N[C@@H](Cc2ccccc2)C(=O)O)CC1. For the total energy, the calculation gives -1669.3032 Ha. The relative energy (zero: lowest compared OMol25 entry of this formula, charge and spin) comes out at 0.0 kJ/mol.



Computed, not measured: a 2-piece molecular cluster, C6H8OS2 overall in a non-equilibrium geometry, with wB97M-V/def2-TZVPD.

ORCA input file:
```
! wB97M-V def2-TZVPD RIJCOSX def2/J DEFGRID3
* xyz 0 1
C -2.30670 1.25805 -0.00341
C -1.02826 0.92979 0.17629
C -3.09852 0.14398 -0.27121
C -0.73533 -0.39118 0.03053
C 1.88692 -0.26238 0.21573
C 0.57787 -1.04798 -0.06783
O 1.78207 1.01312 -0.32818
S -2.14916 -1.33913 -0.24732
S 0.90688 -2.76582 0.09631
H -2.68378 2.24311 0.20604
H -0.26992 1.67203 0.38785
H -4.17865 0.08417 -0.47887
H 1.99586 0.07246 1.29593
H 2.84233 -0.71139 -0.14370
H 0.51304 -0.86085 -1.77218
H 2.00415 1.13134 -1.31180
H 1.31113 -2.58613 1.35478
*
```

For the total energy, the calculation gives -1104.9015 Ha. The relative energy (zero: lowest compared OMol25 entry of this formula, charge and spin) comes out at 196.5 kJ/mol.



- Number 7 is which compound?
  C27H41N3O6